A cluster of 12 separate species, C29H72BrF15N6O21S5 in total at a distorted geometry, computed with wB97M-V/def2-TZVPD.

```
149
Properties=species:S:1:pos:R:3:forces:R:3:mulliken_charge:R:1
C -3.06160 24.11705 2.25720 1.3 -0.7 -0.3 -1.467
C -2.28712 22.73548 2.14009 -0.7 0.3 1.0 0.636
C -2.50242 21.84710 0.91543 0.8 0.0 -0.7 -1.004
O -1.92642 20.57348 1.06504 1.3 0.9 1.7 -0.094
C -2.06643 19.71878 -0.02586 -1.6 -0.9 -1.0 -1.076
N -0.75387 23.01992 2.30680 -0.5 0.0 -0.7 -0.143
H -0.44925 22.87560 3.25890 0.0 0.5 0.4 0.347
H -0.12172 22.46145 1.75127 -0.2 -1.1 -0.5 0.303
H -0.54987 23.94601 1.95918 0.0 0.7 0.4 0.385
H -2.58184 24.89681 1.66567 -0.2 -0.1 -0.8 0.430
H -2.95223 24.55570 3.24904 -0.2 -0.6 0.4 0.419
H -4.12004 24.00573 2.02176 0.2 -0.1 0.0 0.333
H -2.52104 22.20725 3.06440 -0.3 -0.4 -0.3 -0.036
H -1.91845 22.26937 0.09763 -0.3 0.8 -0.5 0.601
H -3.54374 21.79279 0.59795 -0.2 0.1 0.4 0.279
H -1.26159 19.00573 -0.20445 0.4 0.4 0.7 0.349
H -2.25612 20.21377 -0.97828 0.2 0.5 0.0 0.552
H -2.97418 19.14046 0.14630 -0.1 -0.3 -0.1 0.187
C -3.73155 16.31669 1.31395 -0.4 1.2 1.9 -0.979
C -2.74126 15.32467 0.82396 -0.5 -1.1 -0.4 0.173
C -1.78719 14.71198 1.88224 0.8 -0.7 -2.5 0.054
O -0.86974 13.94233 1.02776 -1.7 0.7 -0.6 -0.361
C -0.08548 13.04577 1.75315 0.9 0.6 1.1 1.197
N -3.58438 14.25471 0.14703 -0.4 0.0 0.1 0.388
H -3.14388 13.40826 -0.18398 0.9 -0.6 0.2 0.278
H -4.35045 13.99188 0.75048 -0.5 -0.5 1.2 0.396
H -4.07826 14.66386 -0.63321 0.2 0.6 -0.6 0.184
H -4.59630 16.48550 0.67221 0.4 0.0 -0.2 0.037
H -3.26338 17.26063 1.59303 0.2 0.3 -0.6 0.095
H -4.15521 16.04523 2.28087 0.0 -0.5 -0.1 0.564
H -2.22893 15.72509 -0.05083 0.8 0.1 0.4 0.007
H -2.16766 14.02794 2.64082 -0.7 0.2 0.0 0.380
H -1.26474 15.53814 2.36455 0.2 0.1 0.1 -0.217
H 0.42050 13.73786 2.42629 0.6 -0.9 0.8 0.019
H 0.67568 12.56318 1.14009 -0.2 0.3 -0.3 -0.917
H -0.62798 12.26329 2.28372 -0.3 0.3 0.1 0.045
C 1.96007 5.16849 4.56647 -0.9 -0.6 0.6 -1.394
C 1.02919 6.31975 4.94479 1.2 2.2 0.0 0.248
C 0.95680 7.49111 3.86212 0.4 -0.2 -1.0 -0.852
O 0.20118 8.62151 4.12589 -1.1 -0.4 1.5 -0.271
C -0.23298 9.43708 3.01507 0.5 0.2 -0.6 -0.486
N -0.35601 5.89457 5.17806 -1.5 -0.5 -0.6 -0.281
H -0.59266 5.20273 5.87481 0.7 -0.5 0.5 0.348
H -0.96104 6.66836 5.41317 -0.1 1.1 0.0 0.339
H -0.73370 5.53495 4.31312 -0.3 -0.2 -0.6 0.377
H 1.89324 4.40038 5.33697 0.1 0.1 0.5 0.429
H 3.00984 5.46023 4.53582 -0.3 0.2 -0.4 0.376
H 1.60823 4.57504 3.72259 0.3 0.6 -0.7 0.358
H 1.33164 6.72103 5.91204 0.2 0.2 -0.1 0.323
H 0.57982 7.02497 2.95177 -0.3 -0.5 -0.4 0.370
H 1.95681 7.81541 3.57420 0.6 -0.4 0.4 0.434
H -0.73292 8.87664 2.22510 -0.1 -0.4 0.1 0.357
H 0.61300 9.95492 2.56313 0.4 -0.1 0.1 0.328
H -0.90897 10.24170 3.30439 0.0 -0.4 0.8 -0.052
C -0.82612 10.02324 -3.71260 0.9 -0.3 0.5 -1.278
C 0.55759 9.99845 -3.00832 -1.1 1.9 -0.4 -0.001
C 0.95924 11.46447 -2.58577 0.0 -1.8 0.0 -0.436
O 2.28623 11.33080 -2.17287 1.2 0.9 1.2 -0.442
C 2.57575 11.65478 -0.75761 -1.0 -0.3 -0.8 -0.430
N 0.44560 9.08586 -1.79866 0.6 -0.6 -1.3 -0.109
H -0.35994 9.30746 -1.23114 -1.0 0.4 0.9 0.082
H 0.36482 8.16488 -2.20533 -0.9 -0.5 0.0 0.398
H 1.27567 8.93864 -1.24240 0.5 1.1 0.4 0.331
H -1.53267 10.47972 -3.01940 -0.3 -0.2 -0.1 0.305
H -1.11215 9.01239 -4.00325 -0.3 0.0 0.1 0.415
H -0.79267 10.61669 -4.62628 0.2 0.0 0.1 0.382
H 1.32536 9.53270 -3.62614 0.1 0.4 0.0 0.344
H 0.27456 11.87534 -1.84382 -0.1 -0.3 0.5 0.170
H 0.83563 12.13658 -3.43493 0.3 -0.2 -0.3 0.440
H 3.63714 11.52060 -0.54893 -0.2 0.0 -0.3 0.279
H 1.95992 10.96867 -0.17613 0.2 -0.1 0.4 0.071
H 2.25273 12.65128 -0.45642 0.2 0.2 -0.4 0.338
C -6.96664 17.16151 -0.63516 -0.6 0.1 -0.4 -0.802
C -7.97767 17.73044 -1.63121 1.1 0.8 1.1 0.110
C -8.05901 19.25222 -1.40198 -2.0 -0.4 -0.6 -0.804
O -9.23775 19.73307 -2.07405 1.1 0.3 -0.5 -0.432
C -9.38372 21.14447 -1.88874 -0.1 -0.7 -0.5 -0.732
N -7.49564 17.37357 -3.05739 -1.5 -0.7 0.9 0.050
H -7.84577 16.43968 -3.21662 -0.2 -0.6 -0.1 0.446
H -7.93841 17.91380 -3.78693 0.1 0.7 -0.2 0.371
H -6.50331 17.25529 -3.20363 1.4 0.7 -0.1 0.011
H -7.27056 17.36559 0.39152 -0.2 0.0 -0.2 0.234
H -6.01010 17.65685 -0.80177 0.1 -0.6 0.1 -0.185
H -7.00523 16.08101 -0.77347 0.8 -0.1 0.2 0.502
H -8.90960 17.18487 -1.48297 -0.3 0.6 -0.3 0.399
H -7.15301 19.76995 -1.71695 0.2 0.0 -0.2 0.519
H -8.26114 19.50140 -0.36027 0.6 -0.6 0.4 0.364
H -10.20185 21.40838 -2.55890 -0.2 0.3 0.6 0.272
H -8.52321 21.72961 -2.21313 0.4 -0.2 -0.2 0.301
H -9.51610 21.34895 -0.82631 -0.5 0.2 0.0 0.313
C 0.46322 18.60942 3.24302 0.4 0.3 0.7 -0.855
C -0.36852 18.20682 4.51842 1.8 0.3 -0.3 1.406
C 0.48110 17.69270 5.69930 0.7 1.1 -0.2 -1.039
O 1.54150 18.60047 6.15201 -2.6 0.4 -2.5 -0.476
C 2.48625 17.93639 6.88033 1.2 -0.5 1.4 -0.672
N -1.20909 19.38290 4.96111 0.3 -0.4 -0.5 0.246
H -0.67301 20.23620 5.02913 0.5 0.0 0.4 0.401
H -1.91915 19.56132 4.26536 -1.3 -0.1 -0.9 -0.223
H -1.68936 19.20883 5.83239 -0.2 -0.2 0.4 0.482
H -0.05845 19.16973 2.46713 -0.7 -0.4 0.1 -0.031
H 0.97990 17.76520 2.78645 -0.5 -0.3 0.1 0.074
H 1.30887 19.26170 3.46100 0.1 0.1 0.7 0.441
H -0.99463 17.34928 4.27203 -0.6 0.5 0.1 -0.480
H 0.84625 16.74683 5.29919 0.5 -0.2 0.5 0.291
H -0.11886 17.54021 6.59646 -0.4 -0.5 -0.2 0.611
H 2.00428 17.22348 7.54933 0.2 -0.3 0.1 0.349
H 2.98257 18.67553 7.50917 0.1 0.0 0.0 0.285
H 3.24472 17.44062 6.27450 -0.1 -0.2 -0.1 0.186
C 3.30864 15.31886 3.82288 0.8 -1.4 -1.4 0.519
F 2.84129 14.85047 5.00424 0.5 0.8 -0.7 -0.219
F 2.24751 15.71371 3.08785 -0.3 0.4 0.3 -0.207
F 4.08585 16.43069 4.01090 -0.7 -0.9 0.3 -0.274
S 4.22068 13.88151 2.78821 1.0 1.3 0.6 1.082
O 3.14719 12.87781 2.73850 1.3 0.8 0.0 -0.493
O 4.60954 14.45175 1.46852 -1.0 -0.7 2.0 -0.680
O 5.37437 13.69491 3.70442 -1.8 -0.4 -1.3 -0.712
C -6.23971 19.11770 2.55618 1.1 -0.4 1.7 0.444
F -6.11424 17.81924 2.56931 0.4 -1.1 -0.4 -0.122
F -6.04171 19.55536 1.30516 -1.2 0.4 -0.3 -0.110
F -7.47472 19.31793 3.09461 1.3 1.2 -1.2 -0.239
S -4.78847 19.81938 3.57760 1.2 0.2 3.5 1.328
O -4.81368 21.27136 3.48534 -0.3 0.4 -1.3 -0.809
O -5.09313 19.38182 4.93465 -0.2 -0.2 -1.1 -0.742
O -3.46561 19.29138 3.13319 -1.4 0.0 -0.6 -0.575
C -8.13163 14.43841 2.97974 1.5 -0.1 1.7 0.372
F -8.58143 13.48874 2.17923 -0.6 -0.1 -0.3 -0.224
F -8.32621 15.63067 2.42161 -0.3 0.4 -0.5 -0.184
F -8.80367 14.43313 4.16104 -0.1 -0.2 -1.0 -0.217
S -6.32701 14.12941 3.39949 1.4 -2.1 2.7 1.194
O -6.32877 12.74748 3.89909 -0.7 1.4 -1.0 -0.662
O -5.53911 14.25751 2.16486 -1.0 0.6 -0.2 -0.931
O -6.04497 15.08525 4.47319 -0.4 0.0 -1.8 -0.691
C -1.55641 14.54368 6.12118 0.3 -2.1 1.0 0.375
F -1.56221 15.22947 4.98767 0.1 1.1 -0.2 -0.131
F -0.44802 14.90581 6.86967 -1.1 -0.1 -0.9 -0.259
F -2.64413 14.85149 6.85499 0.9 0.0 -0.7 -0.225
S -1.47723 12.67550 5.61680 -2.6 -2.6 0.2 1.176
O -2.35558 12.49428 4.44235 1.2 1.5 0.6 -0.539
O -0.09984 12.33887 5.37510 0.7 0.9 -0.1 -0.643
O -2.07055 11.97612 6.75755 0.7 1.1 0.1 -0.751
C -1.96824 17.24381 -3.25361 -1.6 1.3 -0.7 0.548
F -1.70182 15.96354 -3.25336 0.1 -0.6 0.1 -0.208
F -1.20068 17.88668 -2.41562 0.9 0.3 1.4 -0.199
F -1.66994 17.76461 -4.45879 -0.5 -0.4 0.0 -0.242
S -3.81684 17.57754 -2.78002 -2.4 -2.6 -2.4 0.912
O -3.98036 18.93288 -2.31880 0.7 0.1 0.4 -0.580
O -4.51589 17.32368 -4.08254 0.8 0.6 1.3 -0.791
O -4.25181 16.50549 -1.85256 1.5 1.2 -0.3 -0.592
Br -2.52353 10.62701 0.20386 0.6 -0.3 -0.7 -0.791
```
Forces are in eV/Å.

Values from the calculation:
LUMO: -0.05827 Eh
Total energy: -9119.357251 a.u.
ΔE to the lowest compared entry with this formula, charge and spin: 102.16 kcal per mole
Orbital gap: 0.1926 Ha
HOMO: -0.251 Eh

---

A structure of composition C29H72F6FeNO31S11 at a distorted geometry, computed with wB97M-V/def2-TZVPD.

```
151
Properties=species:S:1:pos:R:3:forces:R:3:mulliken_spin:R:1
Fe 11.15136 -19.77711 -0.79201 1.0 1.5 0.0 5.384
C 7.21540 -19.90070 -1.38836 -1.0 -0.3 -0.8 0.023
F 6.84684 -19.02950 -0.48148 0.9 1.0 1.0 -0.001
F 6.07218 -20.21224 -1.97702 -0.5 -1.7 0.0 -0.002
F 7.93404 -19.38628 -2.35683 1.2 0.8 0.0 -0.018
S 8.19010 -21.30362 -0.56098 -0.2 -0.4 4.7 0.036
O 8.27757 -20.97218 0.89841 0.2 0.2 -3.3 -0.001
O 7.47164 -22.55156 -0.78004 1.0 1.6 -0.4 0.000
N 9.76921 -21.10513 -1.23005 -4.7 -2.1 0.4 -0.062
S 9.76674 -22.11917 -2.48144 0.5 -1.3 -3.2 0.098
O 8.47955 -22.34624 -3.17720 2.6 0.5 1.5 0.009
O 10.90091 -21.68104 -3.25767 -0.4 -0.6 -0.2 -0.099
C 10.37839 -23.80756 -1.64875 0.6 2.1 -0.9 0.035
F 11.15490 -24.53930 -2.45433 -1.3 -0.2 -0.4 0.001
F 11.19558 -23.44438 -0.68060 0.3 0.4 1.1 0.019
F 9.34779 -24.41286 -1.13789 -0.3 -1.2 -0.2 0.002
O 14.47263 -27.72473 -4.61322 -2.5 -0.2 -0.3 0.000
S 13.27380 -27.81723 -5.44651 1.8 1.3 -1.8 0.000
O 12.45396 -29.01826 -5.50902 1.0 1.6 0.3 0.000
O 12.33494 -26.50201 -5.29396 1.0 -0.3 2.1 0.000
C 10.99713 -26.61418 -5.75574 -0.5 -0.1 -2.3 0.000
C 10.17697 -25.29165 -5.80304 0.4 -1.6 1.0 0.000
C 13.97025 -27.32175 -7.10210 -0.5 -1.7 0.8 0.000
H 10.50831 -27.49163 -5.33237 -0.2 0.5 0.6 0.000
H 11.13457 -26.93193 -6.78930 -0.3 0.0 -0.4 0.000
H 9.77685 -25.14915 -4.79920 0.0 0.6 -0.1 0.000
H 9.33498 -25.52266 -6.45556 0.0 0.1 0.0 0.000
H 10.71015 -24.42114 -6.18519 0.2 -0.2 0.1 0.000
H 14.61097 -26.44049 -7.13305 -0.4 0.0 0.7 0.000
H 13.15958 -27.26688 -7.82866 0.2 -0.1 0.0 0.000
H 14.59850 -28.20393 -7.22532 0.0 0.0 -0.8 0.000
O 12.52603 -21.55367 -8.42603 0.7 1.9 1.7 0.000
S 12.72656 -20.51556 -7.40473 -1.0 0.1 0.1 0.004
O 13.49063 -19.27082 -7.68178 -1.8 -2.8 0.8 0.000
O 11.14227 -20.19573 -6.94362 2.5 -1.7 -1.5 0.002
C 10.81383 -19.14524 -6.09977 -2.4 1.0 0.3 -0.017
C 9.31685 -19.44561 -5.75935 0.7 0.2 -0.6 -0.003
C 13.18040 -21.33539 -5.76104 0.4 0.8 -2.4 -0.003
H 10.83743 -18.26487 -6.74203 0.4 0.5 0.7 -0.002
H 11.35601 -19.05996 -5.15804 0.5 -0.1 -0.3 0.023
H 8.90128 -18.77442 -5.00774 0.2 -0.1 0.1 0.012
H 9.23419 -20.49443 -5.47431 0.0 0.1 0.4 -0.009
H 8.73582 -19.32905 -6.67418 -0.1 0.0 0.0 0.000
H 14.07690 -21.90700 -6.00117 0.0 0.0 0.2 0.000
H 12.33357 -21.99624 -5.57597 0.1 0.4 0.4 -0.001
H 13.40984 -20.50228 -5.09667 -0.3 -0.4 0.3 0.007
O 15.23794 -20.83588 -2.31128 -1.0 -0.5 -0.2 0.008
S 14.13439 -21.46740 -1.63424 1.5 -1.5 1.5 0.013
O 12.85193 -20.77523 -1.54219 1.7 -1.4 -0.5 -0.115
O 13.87465 -23.02282 -2.17142 -1.5 2.5 1.2 0.018
C 14.88929 -23.76376 -2.82292 1.0 -0.9 0.8 0.002
C 14.64089 -25.29166 -2.61685 -0.4 0.1 -0.9 0.001
C 14.68106 -21.93339 0.09254 -0.9 0.6 -0.9 0.005
H 15.85016 -23.52706 -2.36598 0.2 0.1 0.0 0.000
H 14.90404 -23.35535 -3.83341 0.2 -0.9 -0.3 0.000
H 13.70301 -25.61693 -3.06704 0.1 0.2 -0.4 0.000
H 14.58225 -25.77032 -1.63933 0.1 1.2 0.7 0.000
H 15.44518 -25.88144 -3.05659 0.0 0.3 -0.5 0.000
H 14.65360 -21.06756 0.75412 -0.3 0.1 -0.4 0.011
H 15.69443 -22.32363 0.18684 -0.2 -0.3 -0.7 -0.001
H 13.89540 -22.63750 0.36652 0.4 0.0 0.3 0.001
O 11.53752 -20.93442 0.98031 0.7 -0.8 1.6 -0.086
S 12.00854 -21.12898 2.34703 2.3 0.3 2.0 -0.044
O 13.33995 -21.73510 2.67061 -3.6 1.1 -1.1 0.009
O 12.01764 -19.63848 2.95312 1.0 -1.5 -0.3 -0.029
C 12.67617 -19.43100 4.24588 -1.3 1.5 0.6 0.003
C 11.69442 -18.45298 4.87887 0.7 0.8 0.7 0.000
C 10.68712 -21.77968 3.39125 -0.3 -0.8 -1.1 0.013
H 13.69009 -19.04173 4.15351 -0.2 0.2 -0.6 0.001
H 12.76818 -20.20929 5.00345 -0.3 -1.1 -0.9 -0.001
H 12.16763 -18.11193 5.79966 -0.2 0.1 0.3 0.000
H 10.73143 -18.89935 5.12690 0.2 -0.3 0.0 0.000
H 11.47677 -17.56108 4.29129 0.3 -0.2 -0.3 0.001
H 9.80026 -21.22649 3.08211 0.1 0.2 0.1 -0.002
H 10.85682 -21.76914 4.46791 0.5 0.5 -0.3 0.001
H 10.48110 -22.81506 3.11986 0.2 -0.1 -0.2 0.000
O 6.66997 -14.14061 -3.53945 -0.7 -0.5 -0.6 0.000
S 6.30412 -15.35299 -4.23070 1.1 -2.6 0.5 0.001
O 4.98027 -15.96620 -4.19012 1.4 1.9 -0.9 0.000
O 6.87473 -15.22892 -5.78386 -2.7 -1.3 1.3 0.000
C 8.18185 -14.74169 -6.01397 -0.1 1.0 0.8 0.000
C 8.19715 -14.21289 -7.42492 0.2 0.5 0.0 0.000
C 7.37012 -16.73347 -3.56880 -0.6 1.7 -1.2 0.001
H 8.88905 -15.52357 -5.73714 0.3 0.0 -0.4 0.001
H 8.26453 -13.91123 -5.31284 0.7 0.2 0.0 0.000
H 7.42362 -13.44900 -7.50387 -0.3 -0.3 -0.1 0.000
H 8.05527 -14.97639 -8.18979 0.1 0.1 0.1 0.000
H 9.10062 -13.62694 -7.59376 0.3 -0.4 -0.1 0.000
H 7.23024 -17.60091 -4.21384 -0.2 0.1 0.2 0.003
H 7.03259 -16.88143 -2.54299 0.3 0.0 -0.1 -0.002
H 8.37519 -16.33154 -3.69682 0.1 -0.3 0.6 0.004
O 8.72457 -16.01581 0.26966 1.3 -1.7 1.5 0.018
S 9.44081 -17.06530 1.00016 1.5 -1.3 -1.0 -0.127
O 9.89274 -18.30768 0.26025 -1.3 3.2 2.0 -0.105
O 10.85604 -16.44633 1.76123 -2.9 -2.2 -1.9 -0.079
C 10.94800 -15.05711 1.94237 0.8 1.3 0.8 -0.002
C 11.41372 -14.92471 3.39471 0.8 0.5 -1.0 -0.002
C 8.52991 -17.64326 2.49299 0.5 0.7 -1.3 0.046
H 10.01639 -14.49836 1.85285 -0.2 -0.4 -0.3 0.003
H 11.65155 -14.67467 1.20287 0.0 0.1 0.1 0.001
H 12.44225 -15.25704 3.53539 -0.1 -0.8 -0.1 0.000
H 10.68977 -15.53604 3.93348 0.3 0.6 0.7 0.000
H 11.56489 -13.87866 3.66121 -1.0 0.1 0.4 0.000
H 8.01736 -16.73338 2.80526 0.0 -0.2 0.4 -0.001
H 9.29199 -18.02576 3.17198 -0.2 0.1 0.0 0.000
H 7.84419 -18.42473 2.16557 0.1 0.1 -0.1 -0.005
O 8.29229 -24.65528 3.28058 -0.4 -0.7 -0.8 -0.001
S 7.15877 -25.52568 3.47825 -0.8 -0.8 1.7 0.000
O 6.81614 -25.76607 4.90045 -0.1 0.4 -3.4 0.000
O 5.85299 -24.91444 2.66599 0.7 -1.3 2.6 0.000
C 5.86892 -24.55248 1.31084 -0.7 2.1 -1.5 -0.002
C 4.39935 -24.47739 0.76362 0.2 -1.3 0.5 0.000
C 7.26208 -27.20884 2.59314 0.2 1.1 1.3 0.000
H 6.56736 -25.12413 0.69969 -0.3 -0.5 0.0 0.000
H 6.24648 -23.53270 1.23598 0.3 0.0 0.1 0.001
H 3.71853 -23.78936 1.26483 0.7 0.5 0.1 0.000
H 3.88306 -25.42169 0.93634 0.2 -0.4 -0.1 0.000
H 4.33716 -24.31440 -0.31232 0.4 0.2 0.1 0.000
H 6.22647 -27.50780 2.43121 0.1 0.4 -0.8 0.000
H 7.60391 -27.99256 3.26919 0.5 0.5 0.4 0.000
H 7.98054 -27.10313 1.78028 -0.6 -0.1 -0.3 0.000
O 6.03333 -28.10550 -4.30912 0.4 -1.3 2.8 0.000
S 6.27109 -28.50529 -2.90864 0.6 2.3 -0.4 0.000
O 6.16520 -29.86158 -2.43906 -0.4 0.5 -0.6 0.000
O 7.73281 -27.98005 -2.43472 -2.4 1.1 0.8 0.000
C 8.91018 -28.60845 -2.77132 1.1 -0.5 -1.3 0.000
C 10.01951 -28.11602 -1.87384 1.2 -0.1 -0.7 0.000
C 5.37568 -27.28654 -1.79297 0.4 -1.1 -0.8 0.000
H 9.06139 -28.35671 -3.82102 0.5 -0.4 -0.2 0.000
H 8.83149 -29.69015 -2.66259 -0.2 -0.1 -0.1 0.000
H 9.61722 -27.74359 -0.93173 0.4 -0.5 0.2 0.000
H 10.73915 -27.39966 -2.27012 -0.9 1.0 -0.4 0.000
H 10.76229 -28.91374 -1.87759 -0.3 -0.6 1.2 0.000
H 4.40550 -27.76681 -1.66569 -0.2 0.5 -0.1 0.000
H 5.37862 -26.31567 -2.28845 -0.3 -0.3 -0.3 0.000
H 5.84814 -27.15020 -0.82019 0.3 -0.5 -0.2 0.000
O 6.32208 -24.75680 -5.79314 -0.5 0.0 -0.4 0.000
S 5.88424 -24.13490 -7.01170 -1.0 1.5 -1.7 0.000
O 4.74031 -24.61657 -7.80412 1.7 0.5 1.8 0.000
O 5.69290 -22.51820 -6.75119 0.7 -2.7 -0.2 0.000
C 4.72245 -22.14950 -5.79139 0.2 2.7 0.5 0.000
C 5.39065 -20.86157 -5.12865 -1.8 -1.5 -0.8 -0.001
C 7.26666 -23.92313 -8.12759 -0.8 -0.6 1.1 0.000
H 4.42264 -22.85105 -5.01290 0.6 -0.5 -0.2 0.000
H 3.83902 -21.92496 -6.38908 -0.2 0.3 0.4 0.000
H 4.57634 -20.36172 -4.60410 0.3 0.2 0.5 0.000
H 5.70559 -20.19201 -5.92903 0.3 -0.1 0.1 0.000
H 6.20196 -21.21217 -4.49072 0.0 0.4 0.0 0.000
H 7.01538 -23.14736 -8.85087 0.1 -0.3 0.0 0.000
H 7.30595 -24.94419 -8.50705 0.5 0.2 -0.5 0.000
H 8.10679 -23.69118 -7.47301 0.1 0.1 -0.4 0.000
```
Forces are in eV/Å.

Values from the calculation:
LUMO (alpha / beta): -0.00467 / -0.00749 Eh
2S+1: 6
Total energy: -9777.861820 a.u.
⟨S²⟩: 8.758
Orbital gap (alpha / beta): 0.1729 / 0.3431 Ha
HOMO (alpha / beta): -0.178 / -0.351 Eh

---

Which value of total energy does entry 1 give? -9119.357251 a.u.

---

Number 1 is which compound? C29H72BrF15N6O21S5